Computed, not measured: a structure of composition C37H38ClFN4O11P3RbS3 at a distorted geometry, with the ωB97M-V functional and the def2-TZVPD basis.

The geometry in XYZ format:
```
99
Properties=species:S:1:pos:R:3:lowdin_charge:R:1
Rb -0.00554 -0.18926 -0.35841 0.99
C -3.87703 2.64549 -4.07081 -0.53
C -3.99973 1.34682 -3.28584 -0.54
S -2.64750 1.03209 -2.12487 0.82
C -1.22703 0.88024 -3.24127 -0.52
C -0.36263 2.14759 -3.39449 -0.49
S -0.44337 3.23196 -1.93468 0.82
C -0.98641 4.83133 -2.62223 -0.54
C -2.15248 4.86406 -3.60000 -0.55
S -3.73111 4.14462 -3.03140 0.84
H -4.76431 2.78354 -4.69143 0.06
H -3.00386 2.61692 -4.72162 0.06
H -4.06658 0.50600 -3.98014 0.08
H -4.89501 1.35725 -2.66301 0.07
H -1.59565 0.52183 -4.20263 0.09
H -0.61537 0.09370 -2.80805 0.00
H -0.64934 2.74093 -4.26316 0.06
H 0.67692 1.83620 -3.49001 0.05
H -0.12905 5.30308 -3.10956 0.07
H -1.23133 5.40597 -1.72783 0.06
H -1.89874 4.37234 -4.53761 0.05
H -2.37046 5.90938 -3.82762 0.06
Cl -1.12930 1.84600 1.44374 0.67
C -0.54263 3.21182 2.32147 -0.65
C -1.41726 4.23114 2.66661 -0.11
C -0.93760 5.32092 3.37591 -0.10
C 0.40026 5.37876 3.73713 -0.10
C 1.26275 4.34881 3.38782 -0.07
C 0.80971 3.24403 2.67257 -0.36
P 1.82181 1.81434 2.05774 1.13
C 3.47469 2.59366 2.33527 -0.36
C 3.93951 3.35289 1.26107 -0.09
C 5.12523 4.06285 1.35065 -0.09
C 5.87657 4.01042 2.51658 -0.11
C 5.43385 3.24633 3.58574 -0.10
C 4.23744 2.54561 3.49854 -0.09
C 1.67781 0.74620 3.54990 -0.35
C 0.61623 0.81331 4.44538 -0.09
C 0.50724 -0.10618 5.48163 -0.10
C 1.47038 -1.08775 5.64289 -0.10
C 2.53383 -1.16343 4.75242 -0.07
C 2.62824 -0.26714 3.70327 -0.11
H -2.45808 4.16319 2.37781 0.10
H -1.61298 6.12337 3.64732 0.09
H 0.77315 6.22916 4.29535 0.09
H 2.30289 4.41019 3.68027 0.10
H 3.36097 3.35804 0.34329 0.11
H 5.47457 4.65033 0.51023 0.10
H 6.81469 4.54913 2.58515 0.09
H 6.02125 3.19841 4.49542 0.09
H 3.89768 1.96766 4.34678 0.10
H -0.14154 1.57910 4.33586 0.09
H -0.34298 -0.06477 6.15260 0.09
H 1.38364 -1.81578 6.44100 0.09
H 3.26858 -1.95255 4.85234 0.11
H 3.41139 -0.38407 2.96458 0.11
O 1.18080 -3.29727 0.28562 -0.16
P 2.31270 -2.14284 0.57598 0.15
O 3.44337 -2.77342 1.29608 -0.30
O 1.55892 -0.99787 1.20144 -0.58
O 2.71907 -1.76142 -0.94546 -0.29
P 2.99469 -0.19592 -1.50200 0.17
O 3.30021 0.53750 -0.08321 -0.23
O 4.18157 -0.20111 -2.37684 -0.31
O 1.67437 0.30278 -2.01918 -0.53
H 1.69293 -4.11797 0.26092 0.06
H 2.66766 -0.03251 0.42274 -0.07
N -2.69413 -3.08164 0.51897 0.16
C -2.34898 -1.82619 0.15058 -0.26
N -2.33582 -0.96510 1.13014 0.03
C -2.68252 -1.69839 2.24651 -0.23
C -2.83322 -1.30159 3.57251 -0.02
C -3.24182 -2.25145 4.49060 -0.12
C -3.49550 -3.57556 4.10736 -0.12
C -3.33255 -3.99370 2.79850 -0.03
C -2.91212 -3.04448 1.87333 -0.18
H -2.64302 -3.86023 -0.14747 0.12
H -2.14464 -1.58647 -0.88132 0.04
H -2.62012 -0.27923 3.85925 0.10
H -3.36598 -1.97057 5.53010 0.09
H -3.82609 -4.28650 4.85544 0.09
H -3.52558 -5.01869 2.50622 0.10
F -2.29147 -7.87902 -5.09322 0.06
C -1.39117 -6.88389 -5.23478 -0.19
C -1.13515 -6.06162 -4.20174 0.06
N -0.23861 -5.03459 -4.27706 0.03
C -0.00742 -4.16987 -3.10342 -0.01
C -1.37129 -3.71213 -2.48454 -0.65
O -1.97247 -4.58559 -1.79789 -0.08
O -1.73876 -2.56105 -2.77269 -0.02
C 0.44549 -4.77943 -5.45219 -0.46
O 1.23246 -3.87490 -5.61541 0.09
N 0.16156 -5.67475 -6.47925 0.20
C -0.71006 -6.75756 -6.49753 -0.42
O -0.82180 -7.46214 -7.48567 0.05
H -1.65347 -6.15141 -3.25335 0.14
H 0.55115 -3.29919 -3.42675 0.12
H 0.56514 -4.71714 -2.35458 0.12
H 0.68532 -5.51197 -7.32436 0.16
```

Kohn-Sham gap ... 7.20 eV
ΔE to the lowest compared entry with this formula, charge and spin ... 46.93 kcal/mol
2S+1 ... 1
Charge ... -2


Computed, not measured: a structure of composition C37H38ClO4P2Pt at a distorted geometry, with the ωB97M-V functional and the def2-TZVPD basis.

The geometry in XYZ format:
```
83
Properties=species:S:1:pos:R:3:lowdin_charge:R:1
Pt -0.43813 0.87655 -0.78058 0.80
C 0.88107 4.12325 -1.56928 -0.05
O -0.18293 3.40485 -0.95888 -0.28
C -1.45893 3.97705 -1.23318 -0.17
C -2.50383 3.17645 -0.46578 -0.17
O -2.61233 1.83935 -0.93398 -0.32
C -3.53933 1.66475 -2.00588 -0.05
H 0.68297 5.19505 -1.51338 0.11
H 1.00827 3.83975 -2.61648 0.11
H 1.79197 3.90265 -1.01658 0.07
H -1.65803 3.97295 -2.31198 0.14
H -1.47363 5.01565 -0.88298 0.15
H -3.47363 3.67885 -0.53178 0.15
H -2.20103 3.11115 0.58722 0.13
H -4.46593 2.19275 -1.77188 0.11
H -3.74993 0.59835 -2.08088 0.10
H -3.14573 2.03735 -2.95438 0.10
Cl -4.76163 -1.84945 5.49982 0.78
C -3.54883 -1.23075 4.47442 -0.65
C -2.38783 -0.64945 5.00652 -0.04
C -1.40373 -0.15455 4.18072 0.01
C -1.52973 -0.17845 2.78262 -0.19
O -0.68133 0.34415 1.89872 -0.05
C -2.69213 -0.81905 2.23512 -0.09
C -2.90123 -0.99715 0.81892 -0.15
O -2.12623 -0.74025 -0.09928 -0.19
C -3.67673 -1.31645 3.09372 -0.01
H -2.27253 -0.59015 6.07742 0.13
H -0.51503 0.26085 4.62932 0.10
H -3.86743 -1.46695 0.56942 0.15
H -4.55653 -1.78115 2.67742 0.13
C 1.75267 -2.22455 -0.17528 -0.33
C 2.58037 -1.04435 -0.63988 -0.33
P 1.79607 0.57065 -0.19868 0.97
C 1.69707 0.67765 1.60822 -0.21
C 0.43917 1.30165 2.15122 -0.23
C 0.58697 1.82405 3.53132 0.07
C 1.69377 1.57395 4.28132 0.00
C 2.74097 0.77375 3.78762 0.11
C 2.74977 0.39125 2.44422 -0.01
C 3.10407 1.72995 -0.69768 -0.36
C 3.62877 1.62265 -1.98748 -0.08
C 4.67547 2.44105 -2.37498 -0.03
C 5.18877 3.38555 -1.49538 -0.02
C 4.63187 3.53045 -0.23278 -0.04
C 3.59027 2.71175 0.16952 -0.10
P -0.03033 -1.96225 -0.61268 1.14
C -0.80863 -3.48515 -0.06398 -0.35
C -0.50733 -3.98095 1.20862 -0.08
C -1.04593 -5.18445 1.61702 -0.04
C -1.91173 -5.87665 0.77972 -0.02
C -2.24673 -5.36065 -0.46588 -0.03
C -1.71613 -4.15495 -0.88538 -0.06
C -0.13243 -1.84375 -2.42768 -0.37
C 0.49777 -2.77805 -3.24448 -0.07
C 0.39247 -2.65925 -4.62168 -0.03
C -0.34993 -1.63325 -5.18838 -0.03
C -0.96793 -0.68995 -4.37978 -0.04
C -0.85613 -0.79365 -3.00338 -0.13
H 1.80897 -2.33435 0.91112 0.08
H 2.09217 -3.16085 -0.63128 0.11
H 2.69417 -1.07115 -1.72768 0.09
H 3.58417 -1.06785 -0.20408 0.11
H 0.13047 2.13355 1.48122 0.16
H -0.20463 2.46615 3.89072 0.16
H 1.77647 1.99815 5.27082 0.14
H 3.57007 0.52425 4.42892 0.15
H 3.63037 -0.09545 2.04512 0.14
H 3.23117 0.89595 -2.68258 0.11
H 5.10257 2.33265 -3.35818 0.13
H 6.02297 4.00255 -1.79068 0.13
H 5.01677 4.27565 0.44442 0.12
H 3.17427 2.82355 1.16052 0.10
H 0.15277 -3.43575 1.86732 0.10
H -0.79463 -5.58645 2.58572 0.12
H -2.33653 -6.81365 1.10442 0.13
H -2.91983 -5.90195 -1.11108 0.12
H -1.96633 -3.74645 -1.85328 0.12
H 1.06177 -3.59165 -2.81348 0.12
H 0.89277 -3.37485 -5.25518 0.12
H -0.45823 -1.57185 -6.25938 0.13
H -1.55363 0.09985 -4.82668 0.12
H -1.42093 -0.10055 -2.36438 0.03
```

Kohn-Sham gap (alpha / beta) ... 4.23 / 4.23 eV
2S+1 ... 1
Charge ... +3